The following is a quantum chemistry calculation of a cluster of 14 separate species, C53H133NO28 in total in a non-equilibrium geometry, from OMol25.

The geometry in XYZ format:
```
215
Properties=species:S:1:pos:R:3:lowdin_charge:R:1
O -0.54 -7.21 -2.47 -0.173
O -2.10 1.08 1.17 -0.223
O -5.90 -1.27 1.97 -0.161
O 4.39 5.96 -1.05 -0.158
O -0.99 3.71 -3.96 -0.131
O 1.70 -5.69 2.27 -0.147
O -0.36 -0.41 -1.01 -0.196
O -6.07 2.41 -1.46 -0.162
O -2.05 4.69 -1.34 -0.222
O -6.19 0.32 -3.56 -0.262
O 4.43 -2.88 -5.14 -0.192
O -0.42 -1.10 5.19 -0.202
O 3.25 -2.73 -2.69 -0.166
O -6.24 4.29 4.56 0.061
O -2.19 -0.21 -4.87 -0.225
O 3.83 1.01 2.47 -0.198
O 6.74 0.86 1.96 -0.190
O -1.12 -4.89 0.20 -0.248
O -7.80 2.82 4.21 0.081
O 2.36 4.42 0.63 -0.200
O -3.45 -2.58 3.04 -0.216
O -0.81 -1.25 8.76 -0.161
O -1.02 3.56 4.76 -0.184
O 5.20 1.05 -4.23 -0.186
O -0.09 -1.92 -6.08 -0.156
O 1.44 4.96 4.61 -0.190
O 4.16 -4.38 0.49 -0.185
O 2.77 1.93 -3.13 -0.159
N -6.72 3.31 4.02 -0.450
C 1.34 4.21 -0.33 -0.069
C 5.41 -2.50 -6.07 -0.112
C 4.20 4.57 -1.05 -0.222
C -0.23 -0.76 6.56 -0.176
C 0.59 4.89 3.48 -0.202
C 4.76 1.68 3.30 -0.201
C 2.06 -2.81 -1.95 -0.060
C -5.83 2.69 2.98 0.037
C -2.53 5.66 -0.42 -0.106
C 0.71 -0.89 4.38 -0.112
C -7.01 2.28 -2.52 -0.192
C 3.81 -3.93 -3.08 -0.248
C -0.56 3.65 6.09 -0.121
C 4.01 0.28 -4.40 -0.185
C -1.70 1.61 2.44 -0.058
C 2.54 1.60 2.54 -0.086
C -2.30 3.60 -3.51 -0.225
C -0.84 4.77 4.02 -0.172
C -2.14 -4.30 0.96 -0.129
C -7.20 -0.57 -4.11 -0.056
C 6.13 1.00 3.23 -0.189
C -4.78 -0.41 1.82 -0.104
C 6.16 0.51 -3.34 -0.100
C -0.41 2.50 -4.39 -0.080
C -5.20 1.33 -1.21 -0.108
C 5.25 -3.52 0.27 -0.100
C -0.46 -0.61 -6.43 -0.201
C -1.47 -5.90 -0.72 -0.176
C 0.37 -6.10 2.35 -0.130
C -4.73 -3.19 3.16 -0.196
C -0.88 -1.78 7.45 -0.226
C -3.56 -0.25 -4.54 -0.100
C -1.93 -0.22 -6.26 -0.193
C -0.36 -6.03 -1.74 -0.210
C 2.76 1.12 -4.30 -0.192
C 0.44 -7.64 -3.36 -0.113
C -2.67 4.76 -2.63 -0.172
C -6.52 1.69 -3.84 -0.192
C 4.91 -3.69 -4.07 -0.201
C -1.26 0.70 -1.11 -0.146
C -1.22 1.57 0.14 -0.172
C 5.02 6.41 -2.21 -0.124
C -2.45 -3.23 3.81 -0.097
C -5.88 -2.17 3.05 -0.202
C 6.04 0.05 1.00 -0.093
C -0.11 -2.19 -4.68 -0.092
C 1.89 -4.66 1.31 -0.182
C -1.11 -2.19 9.75 -0.130
C 2.81 5.04 4.30 -0.092
C -0.68 -1.31 0.00 -0.105
C 3.23 -3.97 1.47 -0.187
C 2.41 1.18 -1.99 -0.092
C 3.64 3.98 0.23 -0.202
H -1.07 0.87 2.93 0.082
H 4.19 -0.03 -5.44 0.119
H 1.85 0.51 -4.34 0.108
H 1.93 1.09 1.80 0.094
H 1.45 -1.68 4.57 0.101
H -4.06 0.70 -4.75 0.075
H 2.69 2.66 2.38 0.056
H -1.47 4.73 3.13 0.108
H -0.92 -0.91 1.00 0.085
H 3.08 -4.64 -3.50 0.131
H 0.22 -7.10 2.79 0.094
H -0.88 1.30 -1.93 0.084
H -6.44 2.18 2.24 0.092
H 2.54 1.90 -1.18 0.055
H -6.77 -2.79 2.93 0.125
H -0.15 -6.32 1.40 0.069
H 4.09 -0.66 -3.85 0.103
H 5.43 -3.52 -0.81 0.072
H 0.64 2.56 -4.67 0.077
H 4.48 6.19 -3.15 0.090
H -8.11 -0.47 -3.53 0.088
H 6.07 -0.03 3.60 0.125
H -3.62 5.56 -0.30 0.087
H -1.68 -3.62 1.67 0.059
H 4.97 7.50 -2.22 0.088
H -1.93 5.50 0.46 0.071
H 5.27 0.64 0.51 0.074
H -2.63 -3.27 4.89 0.092
H 3.29 5.51 5.16 0.092
H -4.55 1.64 -0.38 0.077
H 5.58 -0.78 1.53 0.066
H -1.43 -2.05 -0.29 0.083
H 6.89 1.31 -3.21 0.087
H -2.39 -4.23 3.35 0.061
H 6.68 -0.36 -3.75 0.074
H -1.52 2.61 -0.03 0.113
H -2.91 -3.79 0.36 0.101
H -4.30 -0.87 0.95 0.094
H 1.69 -1.83 -1.66 0.074
H 1.77 -5.14 0.33 0.111
H -0.45 -2.79 7.41 0.128
H 5.02 -2.48 0.52 0.061
H 4.78 2.76 3.09 0.111
H 1.50 4.89 -1.16 0.103
H -2.55 -0.99 -6.73 0.128
H -4.09 -1.08 -5.02 0.096
H 1.31 -3.38 -2.51 0.069
H -1.03 5.62 4.68 0.125
H 0.71 -2.87 -4.46 0.071
H -2.60 1.71 3.05 0.082
H 6.18 -3.82 0.75 0.095
H -5.20 3.45 2.53 0.096
H -0.05 -1.31 -4.04 0.081
H -0.26 -5.14 -2.38 0.121
H -7.24 1.83 -4.65 0.122
H 4.87 -2.20 -6.97 0.091
H -5.93 -1.66 4.02 0.125
H -0.28 -5.46 2.94 0.084
H 5.75 0.31 -2.35 0.078
H -0.61 4.64 6.55 0.089
H -2.17 0.76 -6.67 0.122
H 2.31 -3.33 -1.01 0.075
H -1.88 -2.05 7.08 0.124
H 3.45 4.35 -1.83 0.110
H -2.13 -2.58 9.69 0.089
H -0.77 0.18 6.71 0.129
H 5.99 -3.36 -6.43 0.090
H 4.48 1.51 4.34 0.130
H 0.41 4.57 0.12 0.074
H -0.22 1.69 0.57 0.108
H 4.34 4.24 1.02 0.129
H -3.10 3.48 -4.27 0.126
H 2.72 1.74 -5.20 0.127
H 0.83 -0.63 6.79 0.132
H 2.99 -2.90 1.35 0.114
H -3.74 4.84 -2.40 0.122
H 0.12 0.12 -5.85 0.101
H -2.37 -5.64 -1.30 0.137
H -1.25 2.59 2.28 0.069
H -7.22 3.34 -2.73 0.124
H -4.06 -0.46 2.64 0.082
H 5.07 3.99 -1.39 0.135
H 5.32 -4.64 -4.44 0.129
H 3.71 -4.07 2.45 0.137
H 1.47 -7.46 -3.02 0.086
H 1.08 -3.94 1.41 0.108
H -1.23 3.05 6.72 0.083
H 0.61 -6.10 -1.22 0.117
H 6.84 -0.26 0.33 0.092
H -5.63 2.23 -4.18 0.110
H 1.98 1.41 3.47 0.066
H -7.95 1.83 -2.19 0.125
H -1.04 -2.71 -4.43 0.090
H 1.14 0.12 4.37 0.060
H -4.99 0.64 1.62 0.041
H -0.96 2.20 -5.29 0.083
H 0.46 3.30 6.25 0.082
H -2.38 6.70 -0.72 0.089
H -0.92 -1.81 10.75 0.087
H 4.30 -4.56 -2.32 0.119
H -1.55 -6.79 -0.10 0.130
H -5.13 1.98 3.42 0.085
H -5.67 0.38 -0.93 0.096
H 0.35 -7.13 -4.33 0.086
H -0.25 -0.59 -7.50 0.131
H 6.84 1.57 3.82 0.128
H 0.33 -8.68 -3.63 0.086
H 6.02 5.99 -2.32 0.090
H 3.04 5.73 3.48 0.094
H -2.67 -5.07 1.54 0.096
H 0.90 4.05 2.85 0.103
H -2.21 0.26 -1.43 0.122
H 5.98 -1.63 -5.74 0.078
H 1.37 0.83 -2.01 0.071
H -6.75 -1.56 -4.03 0.089
H 0.70 5.77 2.83 0.130
H -2.52 2.65 -3.00 0.116
H 2.85 0.21 -1.73 0.092
H 0.37 -0.98 3.35 0.072
H -1.53 -2.70 3.61 0.078
H -0.51 -3.11 9.75 0.086
H -4.80 -3.99 2.41 0.118
H -0.48 1.68 -3.67 0.067
H 3.25 4.07 4.09 0.061
H 0.16 -1.96 0.29 0.076
H 5.72 -3.14 -3.57 0.125
H 3.60 2.88 0.16 0.102
H -4.89 -3.75 4.09 0.124
H -7.36 -0.24 -5.14 0.085
H -2.38 5.75 -3.00 0.133
H -4.49 1.10 -2.00 0.058
H 1.17 3.15 -0.54 0.071
H -3.60 -0.31 -3.45 0.074
```

As for the spin multiplicity: 1. As for the charge: 0.


The following is a quantum chemistry calculation of a cluster of 11 separate species, C53H138N10O16 in total in a non-equilibrium geometry, from OMol25.

The geometry in XYZ format:
```
217
Properties=species:S:1:pos:R:3:lowdin_charge:R:1
O 0.97 0.61 2.01 -0.113
O -3.06 1.44 4.00 -0.206
O -1.38 5.60 -0.50 -0.195
O 4.55 -3.14 4.10 -0.186
O -3.71 -3.67 5.45 -0.208
O -3.53 -4.35 -2.95 -0.200
O -2.78 -2.21 -6.04 -0.200
O -2.83 1.15 -2.82 -0.198
O -0.87 3.48 -6.57 -0.226
O 0.85 -5.42 -1.22 -0.199
O -4.78 -8.92 -0.43 -0.183
O 3.49 3.96 4.56 -0.173
O -1.17 6.86 3.50 -0.209
O 2.26 -1.06 -3.26 -0.205
O 5.33 2.04 -1.50 -0.177
O -4.10 -4.56 1.36 -0.187
N -2.67 -7.09 0.73 -0.046
N 2.27 5.74 -0.33 0.024
N 0.63 1.32 -5.55 -0.059
N 2.96 -0.83 3.36 0.061
N -1.46 4.11 4.16 -0.052
N 8.91 3.08 -1.22 0.023
N -2.64 -0.99 5.76 0.073
N 2.62 3.07 1.11 0.069
N -3.60 0.46 -5.37 -0.030
N -1.14 -3.37 -1.69 -0.043
C -3.09 0.02 -6.67 -0.209
C -1.84 -2.61 -2.70 -0.191
C 1.01 -4.10 -0.75 -0.234
C -3.10 1.81 -5.10 -0.207
C 0.71 2.66 -4.96 -0.198
C -0.60 -1.01 1.18 -0.041
C -0.47 -1.80 5.11 -0.070
C 1.31 -6.39 -0.28 -0.092
C 0.98 5.65 -1.04 -0.401
C 0.43 3.68 -6.07 -0.208
C 7.85 1.38 0.15 -0.056
C -3.32 -2.98 -2.65 -0.223
C -1.97 -2.07 5.04 -0.444
C 6.45 2.90 -1.43 -0.216
C 2.80 4.44 5.70 -0.110
C -1.29 4.40 -7.54 -0.107
C -2.40 -5.76 0.20 -0.226
C -5.68 -9.57 -1.30 -0.121
C -1.75 1.79 3.57 -0.223
C 0.48 0.65 -0.31 -0.043
C -4.91 -4.65 -2.84 -0.116
C 5.51 -3.83 4.82 -0.126
C -2.68 -4.65 1.15 -0.213
C 3.99 -1.42 2.49 -0.394
C 0.69 -0.25 0.91 -0.448
C -3.69 -8.35 -1.14 -0.226
C 7.75 2.15 -1.16 -0.418
C 3.47 3.36 2.28 -0.429
C -1.11 2.76 4.54 -0.192
C -4.10 -4.90 6.00 -0.118
C 0.96 4.38 -1.88 -0.065
C -3.31 2.21 -3.65 -0.206
C 2.76 4.14 3.37 -0.206
C 4.55 -0.32 1.59 -0.053
C 3.47 -1.09 -2.54 -0.101
C -4.40 -3.34 2.02 -0.101
C -2.37 5.65 0.52 -0.087
C -1.45 8.21 3.23 -0.128
C -3.08 -3.57 -6.08 -0.120
C 4.79 3.96 1.82 -0.040
C 5.08 -2.07 3.33 -0.210
C -2.34 -3.40 5.68 -0.210
C -3.47 -1.41 -6.96 -0.229
C 4.19 2.69 -1.96 -0.142
C -1.74 6.43 4.73 -0.223
C 2.07 0.11 -4.05 -0.217
C -3.74 0.68 3.02 -0.099
C -0.07 5.72 0.04 -0.203
C -2.46 -8.14 -0.26 -0.190
C -1.14 5.12 5.14 -0.218
C 0.31 -3.16 -1.73 -0.194
C 0.72 0.15 -4.70 -0.186
C -2.81 1.55 -1.47 -0.117
H -1.65 2.16 2.54 0.124
H -0.07 0.11 -3.94 0.110
H -1.46 5.41 -7.15 0.090
H 3.62 -2.17 1.79 0.139
H 6.55 3.46 -2.37 0.124
H 5.49 -1.36 4.07 0.134
H 8.00 1.49 -1.99 0.139
H -1.18 0.86 3.65 0.091
H 2.26 -6.02 0.12 0.085
H -2.54 8.36 3.14 0.091
H -4.03 -2.47 1.47 0.079
H -2.39 -4.12 -5.44 0.082
H 1.88 3.88 5.91 0.073
H -3.90 -3.40 3.00 0.064
H -1.05 8.48 2.26 0.081
H 0.15 -2.46 4.50 0.071
H 3.29 2.10 -1.80 0.052
H 1.48 -7.29 -0.85 0.089
H -1.61 -7.95 -0.91 0.116
H -3.64 -1.20 5.78 0.078
H -2.12 -3.37 6.76 0.130
H -3.17 -0.21 2.74 0.060
H -3.78 -5.03 7.04 0.087
H 6.33 -4.13 4.16 0.087
H -2.23 -9.07 0.27 0.115
H 6.29 3.70 -0.70 0.112
H 8.70 3.93 -0.71 0.070
H -0.06 6.72 0.49 0.123
H 3.51 4.35 6.52 0.090
H -2.17 -4.83 2.10 0.126
H 1.18 3.67 -6.88 0.127
H -5.27 -4.42 -1.84 0.092
H 7.16 0.54 0.18 0.058
H 2.47 5.48 5.59 0.086
H -0.77 -1.74 0.39 0.055
H 9.01 3.41 -2.18 0.067
H -2.33 6.62 1.02 0.074
H -1.33 -5.74 -0.04 0.088
H 3.18 2.41 0.57 0.048
H 0.69 -3.33 -2.74 0.123
H -3.42 2.63 -5.75 0.120
H -2.82 6.31 4.62 0.131
H -2.02 1.78 -5.26 0.081
H -2.31 -3.71 0.74 0.095
H 3.07 5.59 -0.94 0.048
H 4.23 2.96 -3.03 0.099
H 3.38 -0.18 4.02 0.103
H 0.46 -2.12 -1.45 0.087
H 5.40 4.23 2.68 0.087
H -4.34 2.48 -3.42 0.124
H -6.45 -9.97 -0.63 0.088
H 5.87 -2.44 2.67 0.132
H -1.50 2.55 5.54 0.130
H -1.31 -4.36 -1.89 0.096
H 3.76 -0.12 -2.11 0.066
H -0.53 4.41 -8.34 0.090
H 5.19 0.38 2.13 0.082
H 0.58 -6.58 0.52 0.082
H -2.92 -5.63 -0.76 0.107
H 0.45 4.69 -5.66 0.123
H 1.94 2.41 1.51 0.054
H 1.46 1.02 -0.64 0.057
H 5.25 3.27 1.12 0.051
H 0.91 6.51 -1.72 0.139
H -2.69 3.10 -3.49 0.119
H -3.86 1.29 2.12 0.088
H -3.77 -2.69 -1.69 0.123
H -3.82 -2.33 -3.37 0.115
H -2.21 -2.11 3.97 0.109
H -3.29 -0.13 -4.61 0.087
H -0.22 -0.78 4.80 0.057
H -2.47 0.73 -0.83 0.070
H 5.98 -3.28 5.65 0.089
H 0.61 -3.90 0.25 0.121
H -1.50 -0.39 1.24 0.061
H 2.68 5.19 3.04 0.138
H 0.09 2.77 -4.06 0.105
H -0.02 1.32 -6.32 0.084
H -3.40 -9.06 -1.92 0.116
H -5.19 -4.94 6.04 0.088
H 3.98 3.64 -1.44 0.068
H -3.33 5.52 0.03 0.088
H 5.11 -4.76 5.23 0.089
H 0.12 4.95 0.80 0.124
H 7.54 2.02 0.98 0.076
H 0.06 0.12 -1.16 0.069
H -4.10 -3.79 -5.75 0.086
H 0.60 -0.73 -5.34 0.128
H 4.30 -1.45 -3.15 0.095
H -0.09 4.38 -2.21 0.069
H -1.51 -2.83 -3.73 0.110
H -3.98 -7.43 -1.67 0.109
H 3.75 0.24 1.09 0.062
H -3.62 -7.13 1.10 0.107
H -1.78 -4.25 5.26 0.130
H -1.55 7.23 5.46 0.121
H 2.91 0.08 -4.77 0.135
H -3.79 1.86 -1.10 0.092
H 1.60 0.12 2.61 0.040
H 3.28 -1.75 -1.69 0.076
H 2.08 -3.87 -0.71 0.113
H 1.73 2.84 -4.61 0.099
H -4.72 0.37 3.37 0.094
H 2.60 -1.58 3.96 0.086
H -6.17 -8.92 -2.03 0.085
H -0.13 1.53 -0.11 0.072
H 8.88 1.05 0.30 0.077
H 5.19 -0.74 0.81 0.075
H -1.42 4.85 6.15 0.129
H -5.16 -5.67 -3.12 0.081
H -3.71 -5.74 5.41 0.091
H -2.64 -0.12 5.20 0.042
H 2.36 4.97 0.34 0.016
H 1.57 4.38 -2.79 0.065
H 2.22 1.01 -3.45 0.092
H -5.18 -10.37 -1.85 0.085
H -4.56 -1.54 -6.88 0.128
H -2.27 4.80 1.19 0.076
H -0.62 -1.47 2.17 0.068
H -2.07 2.34 -1.29 0.080
H -3.12 -1.65 -7.97 0.124
H -2.24 4.09 -7.97 0.086
H -5.47 -3.29 2.18 0.091
H -1.71 -1.53 -2.57 0.111
H -0.02 2.64 4.56 0.104
H -0.04 5.20 5.20 0.102
H -5.46 -4.09 -3.61 0.084
H 1.52 -0.96 0.78 0.124
H 4.59 4.93 1.35 0.080
H -0.17 -1.95 6.15 0.082
H -1.09 8.89 4.00 0.088
H 1.73 3.77 3.46 0.112
H 3.74 2.43 2.80 0.123
H -2.98 -4.01 -7.08 0.090
H 1.10 3.45 -1.33 0.059
H -1.20 4.37 3.22 0.090
H -3.45 0.70 -7.44 0.124
H -1.99 0.04 -6.68 0.112
```

As for the spin multiplicity: 1. Its SMILES is COC[C@H](C)N.COC[C@H](C)N.COC[C@H](C)N.COC[C@H](C)N.COC[C@H](C)N.COCCNCCOC.COCCNCCOC.COCCNCCOC.COCCNCCOC.COCCNCCOC.CC(C)O. As for the charge: 0.


Asked for energy relative to the best compared isomer or geometry (same formula, charge and spin) across the records above, the calculation gives 64.2, 0.0 kcal/mol in order.
Asked for lowest unoccupied orbital energy across the records above, the calculation gives 0.47, 0.51 eV in order.
Asked for HOMO across the records above, the calculation gives -0.3420, -0.3012 hartree in order.